The following is a quantum chemistry calculation of a cluster of 2 separate species, C27H37N4 in total, from the OMol25 dataset.

Values from the calculation:
Kohn-Sham gap in eV: 5.2
HOMO energy in eV: -10.0
Total charge: +1

The geometry in XYZ format:
```
68
Properties=species:S:1:pos:R:3:nbo_charge:R:1
C 2.288 -4.677 -4.907 -0.40
N 2.407 -3.521 -4.046 -0.47
C 3.248 -2.456 -4.555 -0.40
C 1.744 -3.410 -2.833 0.27
C 2.496 -3.305 -1.639 -0.26
C 1.867 -3.024 -0.446 -0.15
C 0.476 -2.753 -0.389 -0.10
C -0.151 -2.405 0.852 0.06
C 0.547 -1.889 1.952 -0.21
C 0.088 -1.920 3.340 0.01
C -1.073 -2.393 3.939 -0.21
C -1.227 -2.217 5.325 -0.19
C -0.240 -1.574 6.090 -0.19
C 0.949 -1.116 5.494 -0.21
C 1.074 -1.287 4.124 0.11
N 2.114 -0.896 3.274 -0.28
C 3.358 -0.302 3.726 -0.42
C 1.806 -1.232 1.988 0.14
C -0.281 -2.931 -1.585 -0.15
C 0.328 -3.313 -2.767 -0.23
H 1.698 -5.455 -4.406 0.21
H 1.807 -4.406 -5.859 0.19
H 3.290 -5.075 -5.132 0.20
H 3.254 -1.596 -3.875 0.21
H 4.278 -2.808 -4.696 0.19
H 2.881 -2.123 -5.537 0.20
H 3.576 -3.459 -1.671 0.24
H 2.459 -2.981 0.466 0.21
H -1.163 -2.799 1.015 0.24
H -1.819 -2.912 3.337 0.23
H -2.129 -2.597 5.810 0.23
H -0.398 -1.407 7.154 0.24
H 1.742 -0.627 6.058 0.23
H 3.271 -0.062 4.789 0.23
H 4.206 -0.987 3.587 0.23
H 3.572 0.620 3.174 0.23
H 2.489 -1.023 1.170 0.24
H -1.356 -2.732 -1.565 0.23
H -0.251 -3.455 -3.685 0.24
C -0.872 4.692 -2.114 -0.41
C -0.021 5.345 -0.988 -0.41
C -0.540 4.735 0.328 -0.21
N -1.280 3.547 -0.060 -0.46
C -2.143 3.018 0.945 -0.20
C -2.628 1.593 0.676 -0.05
C -3.807 1.253 1.619 -0.40
C -3.783 -0.270 1.727 -0.40
C -2.386 -0.669 1.224 -0.21
N -1.683 0.538 0.947 -0.66
C -1.829 3.715 -1.400 -0.22
H -1.434 5.440 -2.683 0.22
H -0.226 4.134 -2.801 0.21
H 1.035 5.083 -1.115 0.21
H -0.122 6.435 -0.982 0.22
H 0.269 4.461 1.021 0.19
H -1.183 5.467 0.860 0.16
H -1.622 3.020 1.915 0.20
H -3.049 3.654 1.063 0.16
H -2.979 1.543 -0.376 0.16
H -3.561 1.688 2.596 0.20
H -4.764 1.669 1.294 0.22
H -3.920 -0.593 2.763 0.21
H -4.545 -0.746 1.107 0.21
H -1.864 -1.220 2.004 0.18
H -2.447 -1.319 0.333 0.14
H -0.846 0.484 0.375 0.38
H -2.855 4.140 -1.383 0.16
H -1.900 2.744 -1.910 0.19
```


The following is a quantum chemistry calculation of a structure of composition C27H38BF3IrN7O2STe, from the OMol25 dataset.

Values from the calculation:
Kohn-Sham gap (alpha / beta) in eV: 8.9 / 5.2
HOMO energy (alpha / beta) in eV: -11.2 / -11.2
Multiplicity: 6
Total charge: +1
⟨S²⟩: 8.770

The geometry in XYZ format:
```
81
Properties=species:S:1:pos:R:3:lowdin_charge:R:1
Ir 0.105 0.074 -0.291 1.38
C 4.720 -0.765 0.809 -0.04
C 3.503 -1.688 0.958 -0.35
C 2.917 -2.035 -0.405 -0.12
C 2.535 -1.042 1.897 -0.26
C 2.784 -0.899 3.271 0.01
C 1.683 -0.246 3.770 -0.04
N 0.835 -0.014 2.761 -0.03
N 1.348 -0.504 1.619 0.02
B -0.552 0.625 2.882 -0.55
N -1.544 -0.391 2.288 -0.08
C -2.532 -1.011 2.941 -0.07
C -3.120 -1.923 2.090 0.01
C -2.414 -1.805 0.889 -0.28
N -1.456 -0.891 1.041 -0.03
C -2.684 -2.521 -0.393 -0.38
C -2.536 -4.033 -0.213 -0.05
C -4.092 -2.200 -0.903 -0.03
N -0.568 1.952 2.088 -0.07
C -0.698 3.206 2.535 -0.06
C -0.561 4.075 1.467 0.02
C -0.335 3.254 0.355 -0.27
N -0.342 1.990 0.767 -0.05
C -0.107 3.625 -1.074 -0.37
C 1.170 4.460 -1.208 -0.04
C -1.310 4.372 -1.655 -0.03
H 5.523 -1.271 0.280 0.08
H 5.086 -0.460 1.785 0.08
H 4.444 0.128 0.253 0.07
H 3.834 -2.616 1.441 0.15
H 2.693 -1.119 -0.946 0.01
H 2.010 -2.631 -0.295 0.05
H 3.643 -2.598 -0.988 0.09
H 3.649 -1.228 3.804 0.11
H 1.446 0.044 4.772 0.13
H -0.816 0.837 4.010 0.13
H -2.783 -0.765 3.952 0.13
H -3.939 -2.577 2.298 0.11
H -1.949 -2.160 -1.130 0.05
H -3.178 -4.381 0.592 0.09
H -1.510 -4.302 0.028 0.09
H -2.837 -4.549 -1.123 0.07
H -4.843 -2.580 -0.215 0.09
H -4.247 -2.671 -1.872 0.08
H -4.241 -1.129 -1.011 0.06
H -0.890 3.421 3.567 0.13
H -0.609 5.145 1.482 0.11
H 0.017 2.694 -1.639 0.09
H 1.115 5.349 -0.588 0.09
H 1.304 4.768 -2.242 0.09
H 2.036 3.880 -0.901 0.07
H -1.471 5.311 -1.135 0.09
H -2.215 3.774 -1.573 0.06
H -1.135 4.581 -2.707 0.09
F -6.552 2.740 -1.542 0.15
C -5.598 2.409 -0.664 -0.62
F -6.160 1.556 0.205 0.14
F -5.293 3.527 0.008 0.14
C -4.393 1.806 -1.347 -0.13
C -4.397 1.640 -2.716 0.02
C -3.279 1.080 -3.319 -0.02
C -2.222 0.713 -2.510 -0.17
N -2.201 0.852 -1.195 0.00
C -3.268 1.402 -0.585 -0.62
S -3.289 1.612 1.110 1.07
H -5.256 1.951 -3.292 0.13
H -3.246 0.929 -4.384 0.11
H -1.326 0.283 -2.941 0.02
C -1.053 -3.305 -3.704 -0.36
Te 0.335 -1.863 -2.869 1.47
C 0.593 -0.956 -4.799 -0.34
H -1.836 -2.794 -4.256 0.02
H -1.490 -3.885 -2.903 -0.02
H -0.530 -3.973 -4.379 0.01
H 0.984 -1.698 -5.490 0.02
H 1.297 -0.140 -4.686 0.00
H -0.359 -0.572 -5.156 0.02
O 2.252 1.144 -0.673 -0.08
C 2.117 1.156 -1.895 -0.55
O 1.090 0.693 -2.461 -0.31
H 2.913 1.586 -2.529 0.16
```


The following E_tot values (in Eh) correspond, in order, to the records above: -1269.7738; -2680.1541.
The following largest force on an atom values (in eV/A) correspond, in order, to the records above: 2.0; 1.2.